Arrangement a

Formula: C24H32BF4N6O4TeY
Source: the Open Molecules 2025 dataset
Level of theory: the ωB97M-V functional and the def2-TZVPD basis

Cartesian coordinates (Å):
Y (0.24, 0.39, 0.13)
C (3.06, -3.21, 2.61)
O (2.04, -2.19, 2.79)
C (2.10, -1.09, 2.10)
O (1.14, -0.28, 2.16)
N (3.17, -0.79, 1.36)
N (3.01, 0.30, 0.48)
H (2.70, -4.06, 3.18)
H (4.00, -2.86, 3.02)
H (3.13, -3.47, 1.56)
H (3.94, -1.42, 1.24)
H (3.29, 0.03, -0.46)
H (3.59, 1.07, 0.80)
O (-1.41, -1.00, 0.23)
N (-2.41, -0.94, -0.60)
N (-2.46, 0.18, -1.17)
O (-1.59, 1.13, -0.85)
C (-3.43, 0.45, -2.22)
C (-4.21, -0.59, -2.70)
C (-5.12, -0.30, -3.71)
C (-5.23, 0.99, -4.21)
C (-4.43, 2.01, -3.70)
C (-3.51, 1.74, -2.69)
H (-4.10, -1.59, -2.32)
H (-5.73, -1.09, -4.11)
H (-5.93, 1.20, -5.00)
H (-4.52, 3.01, -4.09)
H (-2.88, 2.52, -2.29)
N (-2.33, 1.46, 4.92)
C (-2.76, 0.30, 4.04)
C (-1.67, 0.02, 3.03)
N (-1.34, 1.19, 2.20)
C (-0.96, 2.33, 3.05)
C (-2.01, 2.68, 4.09)
H (-1.50, 1.18, 5.46)
H (-3.05, 1.68, 5.61)
H (-3.70, 0.62, 3.59)
H (-2.95, -0.54, 4.70)
H (-1.98, -0.80, 2.39)
H (-0.75, -0.30, 3.52)
H (-2.13, 1.43, 1.60)
H (-0.78, 3.21, 2.45)
H (-0.02, 2.08, 3.54)
H (-2.96, 2.98, 3.64)
H (-1.68, 3.46, 4.78)
Te (1.20, 2.37, -1.93)
C (0.38, 4.21, -1.36)
C (0.65, 5.34, -2.12)
C (0.11, 6.57, -1.74)
C (-0.71, 6.66, -0.63)
C (-0.99, 5.52, 0.12)
C (-0.44, 4.31, -0.25)
C (3.19, 2.74, -1.38)
C (4.18, 2.10, -2.11)
C (5.51, 2.25, -1.72)
C (5.84, 3.03, -0.63)
C (4.84, 3.68, 0.09)
C (3.51, 3.53, -0.28)
H (1.28, 5.29, -3.00)
H (0.33, 7.45, -2.33)
H (-1.13, 7.61, -0.35)
H (-1.64, 5.59, 0.99)
H (-0.69, 3.42, 0.33)
H (3.94, 1.50, -2.98)
H (6.29, 1.76, -2.30)
H (6.87, 3.15, -0.34)
H (5.10, 4.30, 0.93)
H (2.74, 4.05, 0.27)
F (2.39, -0.63, -2.17)
B (1.31, -1.49, -1.92)
F (0.10, -0.76, -2.13)
F (1.40, -2.68, -2.53)
F (1.27, -1.65, -0.45)

net charge = +2
LUMO level = -5.21 eV
HOMO energy = -13.39 eV
HOMO-LUMO gap = 0.3008 Eh

Arrangement b

Formula: C24H32BF4N6O4TeY
Source: the Open Molecules 2025 dataset
Level of theory: the ωB97M-V functional and the def2-TZVPD basis

Cartesian coordinates (Å):
Y (-0.14, -1.35, 0.35)
C (-3.22, -2.82, 3.98)
O (-3.02, -3.69, 2.83)
C (-2.27, -3.23, 1.87)
O (-1.70, -2.13, 1.88)
N (-2.15, -4.08, 0.84)
N (-1.29, -3.71, -0.20)
H (-3.71, -3.45, 4.72)
H (-3.85, -1.99, 3.69)
H (-2.26, -2.46, 4.35)
H (-2.61, -4.98, 0.86)
H (-1.81, -3.62, -1.07)
H (-0.55, -4.39, -0.31)
O (-0.38, 0.70, -0.22)
N (-1.32, 1.15, -0.99)
N (-2.01, 0.21, -1.44)
O (-1.74, -1.03, -1.13)
C (-3.18, 0.50, -2.27)
C (-3.83, -0.57, -2.86)
C (-4.93, -0.30, -3.66)
C (-5.35, 1.00, -3.86)
C (-4.68, 2.05, -3.25)
C (-3.58, 1.81, -2.44)
H (-3.49, -1.58, -2.70)
H (-5.46, -1.12, -4.13)
H (-6.21, 1.20, -4.48)
H (-5.02, 3.07, -3.40)
H (-3.06, 2.63, -1.96)
N (3.31, 1.46, -4.76)
C (1.98, 0.88, -5.17)
C (1.05, 0.87, -3.96)
N (1.62, 0.18, -2.82)
C (2.92, 0.71, -2.44)
C (3.92, 0.71, -3.58)
H (3.18, 2.44, -4.49)
H (3.96, 1.46, -5.55)
H (2.20, -0.12, -5.54)
H (1.61, 1.49, -6.00)
H (0.11, 0.41, -4.25)
H (0.82, 1.90, -3.67)
H (1.66, -0.82, -2.96)
H (3.33, 0.15, -1.61)
H (2.78, 1.74, -2.08)
H (4.13, -0.29, -3.95)
H (4.86, 1.21, -3.35)
Te (0.96, -0.82, 3.11)
C (-0.34, 0.54, 4.00)
C (-1.04, 1.49, 3.24)
C (-1.90, 2.37, 3.89)
C (-2.05, 2.32, 5.26)
C (-1.36, 1.38, 6.01)
C (-0.50, 0.49, 5.38)
C (2.64, 0.39, 2.81)
C (2.59, 1.44, 1.90)
C (3.70, 2.25, 1.73)
C (4.87, 1.99, 2.44)
C (4.92, 0.93, 3.33)
C (3.80, 0.12, 3.52)
H (-0.92, 1.55, 2.17)
H (-2.44, 3.11, 3.31)
H (-2.72, 3.01, 5.76)
H (-1.48, 1.34, 7.09)
H (0.04, -0.24, 5.97)
H (1.68, 1.66, 1.35)
H (3.66, 3.09, 1.04)
H (5.73, 2.62, 2.30)
H (5.83, 0.73, 3.88)
H (3.84, -0.70, 4.23)
F (2.24, -1.35, -0.11)
B (2.05, -2.71, -0.53)
F (1.42, -3.31, 0.61)
F (0.96, -2.57, -1.47)
F (3.13, -3.33, -1.01)

net charge = +2
LUMO level = -4.69 eV
HOMO energy = -13.49 eV
HOMO-LUMO gap = 0.3233 Eh

Quick one: least stable of them? arrangement a

Arrangement a

Formula: C3H5N2O3
Source: the Open Molecules 2025 dataset
Level of theory: the ωB97M-V functional and the def2-TZVPD basis

Cartesian coordinates (Å):
C (0.55, -0.13, 0.51)
C (-1.31, -0.85, -0.53)
C (-0.59, 0.09, -1.41)
N (-0.27, -1.17, 0.42)
N (2.22, 1.60, 1.78)
O (2.56, 2.07, 0.83)
O (2.02, 1.17, 2.80)
O (0.36, 0.68, -0.47)
H (-2.26, -0.53, -0.04)
H (-1.71, -1.54, -1.28)
H (0.02, -0.43, -2.13)
H (-1.25, 0.83, -1.72)
H (-0.35, -1.80, 1.26)

net charge = +1
LUMO level (spin up / spin down) = -6.36 / -6.36 eV
HOMO energy (spin up / spin down) = -13.63 / -13.63 eV
HOMO-LUMO gap (spin up / spin down) = 0.2669 / 0.2670 Eh

Arrangement b

Formula: C3H5N2O3
Source: the Open Molecules 2025 dataset
Level of theory: the ωB97M-V functional and the def2-TZVPD basis

Cartesian coordinates (Å):
C (0.13, -0.67, 0.49)
C (-0.69, 1.08, -0.69)
C (0.77, 0.85, -1.00)
N (-1.01, 0.11, 0.37)
N (0.40, -1.92, 1.40)
O (0.31, -1.56, 2.54)
O (0.64, -2.93, 0.85)
O (1.14, -0.28, -0.21)
H (-0.77, 2.12, -0.46)
H (-1.34, 0.75, -1.43)
H (0.93, 0.77, -2.06)
H (1.48, 1.65, -0.55)
H (-1.99, 0.03, 0.74)

net charge = +1
LUMO level = -5.39 eV
HOMO energy = -16.33 eV
HOMO-LUMO gap = 0.4022 Eh
SMILES string = O=[N+]([O-])C1=[NH+]CCO1

Quick one: least stable of them? arrangement a

Arrangement a

Formula: C2H4NO
Source: the Open Molecules 2025 dataset
Level of theory: the ωB97M-V functional and the def2-TZVPD basis

Cartesian coordinates (Å):
C (0.50, -0.14, -0.13)
C (1.74, 0.17, -0.03)
N (-0.85, -0.17, 0.30)
O (2.98, 0.26, -0.16)
H (-1.28, 0.62, 0.57)
H (-0.85, -0.76, 1.06)
H (-1.47, -0.56, -0.45)
H (3.41, 1.17, -0.58)

net charge = +1
LUMO level = -4.15 eV
HOMO energy = -14.68 eV
HOMO-LUMO gap = 0.3872 Eh
SMILES string = [NH3+]C#CO

Arrangement b

Formula: C2H4NO
Source: the Open Molecules 2025 dataset
Level of theory: the ωB97M-V functional and the def2-TZVPD basis

Cartesian coordinates (Å):
C (-0.99, -0.99, -0.15)
C (0.25, -0.78, -0.01)
N (-2.01, -0.22, 0.05)
O (-2.18, 0.95, -0.27)
H (-1.08, 1.92, -0.54)
H (-0.32, 2.47, -0.53)
H (0.91, -1.29, -0.61)
H (0.60, -0.17, 0.88)

net charge = +1
LUMO level (spin up / spin down) = -9.42 / -9.61 eV
HOMO energy (spin up / spin down) = -17.07 / -17.11 eV
HOMO-LUMO gap (spin up / spin down) = 0.2810 / 0.2754 Eh

Quick one: least stable of them? arrangement b

Arrangement a

Formula: C22H24N4O4
Source: the Open Molecules 2025 dataset
Level of theory: the ωB97M-V functional and the def2-TZVPD basis

Cartesian coordinates (Å):
C (-0.04, -4.66, -1.08)
H (0.33, -4.83, -0.16)
O (-0.50, -3.41, -1.39)
C (0.53, -2.32, -1.43)
C (1.79, -2.40, -1.28)
C (2.90, -1.46, -1.24)
C (2.55, -0.16, -1.41)
C (1.09, 0.04, -1.93)
C (0.19, -0.97, -1.82)
O (-1.22, -0.84, -1.86)
C (-1.53, 0.30, -2.25)
H (-1.35, 1.15, -1.51)
H (-2.89, 0.48, -2.24)
H (-1.26, 0.72, -3.12)
H (0.75, 1.07, -2.14)
C (3.57, 0.88, -1.52)
H (4.20, 0.68, -2.20)
H (3.05, 1.81, -1.92)
C (4.02, 1.03, -0.32)
N (3.86, 2.40, 0.36)
C (2.51, 3.00, 0.42)
N (2.60, 4.21, 0.51)
C (1.30, 4.74, 0.65)
N (0.22, 4.19, 1.02)
C (0.14, 2.87, 0.69)
C (1.30, 2.13, 0.82)
N (1.02, 0.99, 1.09)
C (-0.22, 0.56, 1.09)
C (-0.88, -0.45, 1.41)
C (-2.37, -0.41, 1.52)
C (-2.97, 0.79, 1.43)
C (-2.28, 2.10, 1.30)
C (-0.87, 1.90, 1.21)
H (-2.79, 3.10, 1.47)
O (-4.34, 1.12, 1.68)
C (-5.04, -0.07, 2.33)
H (-6.11, 0.69, 2.50)
H (-5.25, -0.86, 2.02)
H (-4.56, -0.22, 3.30)
O (-2.97, -1.57, 1.48)
C (-2.63, -2.80, 1.38)
H (-1.85, -2.81, 0.38)
H (-1.82, -3.00, 2.01)
H (-3.43, -3.33, 1.24)
H (-0.38, -1.40, 1.15)
H (1.59, 0.07, 0.90)
H (1.12, 5.95, 0.69)
H (4.22, 3.24, 0.09)
H (3.72, 0.34, 0.35)
H (5.33, 1.08, -0.28)
H (3.90, -1.79, -1.22)
H (2.27, -3.60, -1.08)
H (-1.12, -5.29, -1.27)
H (0.58, -4.96, -1.82)

net charge = 0
LUMO level = 0.31 eV
HOMO energy = -7.53 eV
HOMO-LUMO gap = 0.2881 Eh

Arrangement b

Formula: C22H24N4O4
Source: the Open Molecules 2025 dataset
Level of theory: the ωB97M-V functional and the def2-TZVPD basis

Cartesian coordinates (Å):
C (-2.21, -5.09, 1.39)
N (-2.21, -4.25, 0.21)
C (-3.54, -4.19, -0.37)
H (-4.27, -3.72, 0.30)
H (-3.51, -3.63, -1.31)
H (-3.87, -5.20, -0.60)
C (-1.68, -2.93, 0.49)
H (-2.43, -2.26, 0.96)
C (-1.13, -2.27, -0.78)
H (-0.33, -2.90, -1.19)
H (-1.90, -2.16, -1.55)
O (-0.51, -1.03, -0.51)
C (-1.30, 0.06, -0.24)
C (-2.67, 0.12, -0.36)
C (-3.37, 1.29, -0.07)
C (-2.67, 2.42, 0.34)
C (-1.29, 2.38, 0.47)
C (-0.60, 1.21, 0.19)
N (0.79, 1.09, 0.29)
C (1.70, 2.01, 0.67)
O (1.48, 3.17, 0.97)
C (3.14, 1.47, 0.67)
C (3.99, 2.28, -0.32)
H (3.97, 3.34, -0.06)
O (5.34, 1.87, -0.26)
C (5.49, 0.51, -0.26)
C (6.74, -0.02, -0.53)
C (6.93, -1.39, -0.57)
C (5.86, -2.24, -0.35)
C (4.61, -1.73, -0.06)
C (4.42, -0.36, 0.00)
O (3.17, 0.11, 0.32)
H (3.77, -2.38, 0.13)
H (6.01, -3.31, -0.39)
H (7.91, -1.79, -0.78)
H (7.56, 0.67, -0.71)
H (3.59, 2.13, -1.33)
H (3.55, 1.61, 1.68)
H (1.14, 0.17, 0.07)
H (-0.74, 3.25, 0.79)
H (-3.19, 3.33, 0.58)
C (-4.82, 1.32, -0.21)
C (-5.65, 2.42, -0.32)
N (-6.91, 1.95, -0.41)
N (-6.96, 0.62, -0.37)
C (-5.72, 0.22, -0.25)
H (-5.50, -0.82, -0.18)
H (-7.76, 2.48, -0.51)
H (-5.44, 3.47, -0.35)
H (-3.23, -0.74, -0.70)
H (-0.85, -3.03, 1.19)
H (-1.19, -5.18, 1.77)
H (-2.57, -6.08, 1.12)
H (-2.85, -4.69, 2.20)

net charge = 0
LUMO level = 0.69 eV
HOMO energy = -7.82 eV
HOMO-LUMO gap = 0.3129 Eh
SMILES string = CN(C)CCOc1cc(-c2cn[nH]c2)ccc1NC(=O)[C@@H]1COc2ccccc2O1

Quick one: least stable of them? arrangement a

Arrangement a

Formula: C12H15N3
Source: the Open Molecules 2025 dataset
Level of theory: the ωB97M-V functional and the def2-TZVPD basis

Cartesian coordinates (Å):
C (-3.04, 2.24, 0.31)
C (-1.67, 1.46, 0.36)
C (-1.77, 0.13, -0.34)
C (-2.65, -0.66, -1.00)
C (-2.03, -1.86, -1.28)
C (-0.70, -1.86, -0.95)
C (0.39, -1.28, 1.77)
C (1.75, -0.34, 0.10)
C (2.86, -0.38, 0.88)
C (4.00, 0.14, 0.23)
C (2.97, 0.78, -1.65)
C (1.72, 0.29, -1.22)
H (-3.66, 2.22, 1.22)
H (-3.65, 1.70, -0.46)
H (-2.91, 3.23, 0.23)
H (-0.89, 1.91, -0.26)
H (-1.31, 1.61, 1.42)
H (-3.69, -0.30, -1.08)
H (-2.56, -2.66, -1.78)
H (0.17, -2.50, -0.92)
H (-0.65, -1.40, 2.16)
H (0.82, -0.84, 2.68)
H (0.87, -2.36, 1.68)
H (2.81, -0.56, 1.94)
H (4.95, 0.24, 0.79)
H (3.10, 1.35, -2.61)
H (0.77, 0.20, -1.65)
N (-0.61, -0.70, -0.21)
N (0.50, -0.56, 0.60)
N (4.12, 0.79, -0.95)

net charge = 0
LUMO level = 0.71 eV
HOMO energy = -8.39 eV
HOMO-LUMO gap = 0.3344 Eh
SMILES string = CCc1cccn1N(C)c1ccncc1

Arrangement b

Formula: C12H15N3
Source: the Open Molecules 2025 dataset
Level of theory: the ωB97M-V functional and the def2-TZVPD basis

Cartesian coordinates (Å):
N (-17.63, 0.12, -24.78)
C (-17.77, -1.22, -25.04)
C (-19.07, -1.44, -25.38)
C (-19.75, -0.19, -25.32)
C (-18.83, 0.76, -24.97)
H (-16.78, 0.61, -24.58)
H (-16.89, -1.82, -24.86)
H (-19.48, -2.40, -25.64)
H (-20.77, -0.01, -25.61)
H (-18.93, 1.80, -24.74)
N (-23.67, -1.52, -28.68)
C (-23.15, -2.79, -28.69)
C (-21.84, -2.71, -28.38)
C (-21.53, -1.32, -28.14)
C (-22.69, -0.62, -28.32)
H (-24.65, -1.32, -28.61)
H (-23.75, -3.66, -28.89)
H (-21.08, -3.48, -28.38)
H (-20.54, -1.03, -27.86)
H (-22.93, 0.41, -28.14)
N (-14.76, -3.91, -21.53)
C (-14.04, -2.94, -20.89)
C (-14.58, -1.73, -21.22)
C (-15.66, -1.99, -22.10)
C (-15.76, -3.35, -22.27)
H (-14.54, -4.88, -21.40)
H (-13.22, -3.23, -20.25)
H (-14.27, -0.79, -20.79)
H (-16.36, -1.27, -22.49)
H (-16.42, -3.92, -22.89)

net charge = 0
LUMO level = 0.98 eV
HOMO energy = -8.24 eV
HOMO-LUMO gap = 0.3390 Eh
SMILES string = c1cc[nH]c1.c1cc[nH]c1.c1cc[nH]c1

Quick one: least stable of them? arrangement a

Arrangement a

Formula: C6H10S2
Source: the Open Molecules 2025 dataset
Level of theory: the ωB97M-V functional and the def2-TZVPD basis

Cartesian coordinates (Å):
C (-0.86, -0.13, 1.56)
C (-0.79, 0.15, 0.12)
C (-0.53, 1.66, -0.19)
C (1.09, 1.83, -0.32)
C (1.54, 0.53, 0.24)
C (0.53, -0.30, -0.39)
H (0.17, -0.48, 2.07)
H (-1.34, 0.87, 2.18)
H (-1.54, -1.20, 1.68)
H (-2.55, 0.48, -1.65)
H (-1.20, 2.21, -0.95)
H (-0.83, 1.88, 0.78)
H (1.14, 2.83, 0.43)
H (1.13, 2.05, -1.38)
H (1.26, 0.55, 1.30)
H (0.71, -0.27, -1.47)
S (-2.36, -0.78, -0.41)
S (2.19, -1.18, -0.16)

net charge = 0
LUMO level = -0.16 eV
HOMO energy = -8.96 eV
HOMO-LUMO gap = 0.3233 Eh

Arrangement b

Formula: C6H10S2
Source: the Open Molecules 2025 dataset
Level of theory: the ωB97M-V functional and the def2-TZVPD basis

Cartesian coordinates (Å):
C (0.35, 0.34, 1.54)
C (0.14, -0.17, 0.17)
C (0.15, -1.60, 0.01)
C (1.08, -1.46, -1.29)
C (-0.93, 0.50, -0.31)
C (-0.87, 1.98, -0.52)
H (-0.46, -0.15, 2.29)
H (1.50, 0.26, 1.95)
H (0.22, 1.51, 1.79)
H (-0.84, -1.73, -0.33)
H (0.62, -2.26, 0.74)
H (1.97, -2.14, -1.60)
H (0.44, -1.29, -2.06)
H (-1.70, 0.35, 0.59)
H (-1.48, 0.19, -1.24)
H (-0.26, 2.52, -1.49)
S (1.67, 0.13, -0.73)
S (-1.61, 3.02, 0.49)

net charge = 0
LUMO level = -0.31 eV
HOMO energy = -8.56 eV
HOMO-LUMO gap = 0.3035 Eh

Quick one: least stable of them? arrangement a